Density functional theory data (wB97M-V/def2-TZVPD) for a cluster of 2 separate species, C16H28NO5 in total in a non-equilibrium geometry.

CARTESIAN COORDINATES (ANGSTROEM)
O (0.9730, -1.5400, -3.9485)
C (1.6118, -0.6260, -3.4992)
O (1.2997, 0.6638, -3.6978)
C (2.4198, 1.5530, -3.7762)
C (2.1105, 2.9061, -3.2047)
C (1.9158, 2.9964, -1.6720)
C (1.9863, 1.7423, -0.8112)
C (3.2356, 1.8828, 0.0495)
O (3.4570, 3.2943, 0.0968)
C (3.0325, 3.8405, -1.0657)
O (3.5626, 4.8360, -1.5460)
H (2.5012, -0.7973, -2.8819)
H (3.3119, 1.1161, -3.3394)
H (2.6260, 1.6783, -4.8347)
H (2.9579, 3.5364, -3.4499)
H (1.2484, 3.3247, -3.7006)
H (0.9546, 3.4607, -1.5178)
H (1.1721, 1.8433, -0.0946)
H (1.7765, 0.7789, -1.2397)
H (4.0963, 1.4245, -0.4263)
H (3.0459, 1.5153, 1.0402)
C (-3.3786, -0.8688, 3.1513)
C (-1.9053, -0.9705, 2.7106)
C (-1.4794, -2.4471, 2.7242)
C (-2.0470, -3.2956, 1.5813)
C (-2.3059, -2.4728, 0.3106)
C (-1.4977, -1.1733, 0.2366)
N (-1.7980, -0.3534, 1.3841)
O (-1.0544, 0.8437, 1.3667)
C (-1.9643, -0.4132, -1.0039)
C (-0.0017, -1.4634, 0.0671)
C (-1.0553, -0.2543, 3.7503)
H (-3.6820, 0.1786, 3.1693)
H (-3.5382, -1.2910, 4.1553)
H (-4.0345, -1.3946, 2.4555)
H (-0.3878, -2.4904, 2.6803)
H (-1.7495, -2.8954, 3.6873)
H (-1.3388, -4.1008, 1.3627)
H (-2.9718, -3.7904, 1.8919)
H (-2.1049, -3.0898, -0.5712)
H (-3.3663, -2.2100, 0.2556)
H (-3.0071, -0.1147, -0.8883)
H (-1.8777, -1.0416, -1.8990)
H (-1.3682, 0.4861, -1.1555)
H (0.1956, -2.0329, -0.8504)
H (0.4326, -2.0244, 0.8968)
H (0.5180, -0.5116, -0.0064)
H (-1.1975, -0.7299, 4.7282)
H (-1.3333, 0.7936, 3.8343)
H (0.0035, -0.3021, 3.4946)

Values from the calculation:
Energy in hartree: -1057.36343
HOMO energy in eV: -1.57
Molecular weight in g/mol: 314.40
Net charge: -1
Gap between HOMO and LUMO in eV: 4.21

So, what does the Mulliken scheme give us? The charges, in e, come out as: O -0.513; C 0.173; O -0.297; C -0.504; C -0.997; C 0.164; C 0.106; C -0.665; O -0.367; C 0.428; O -0.641; H 0.335; H 0.359; H 0.450; H 0.420; H 0.357; H 0.449; H 0.239; H -0.087; H 0.245; H 0.393; C -1.776; C 1.619; C -1.350; C -0.639; C -1.572; C 1.949; N 0.277; O -0.896; C -1.873; C -1.031; C -1.808; H 0.396; H 0.337; H 0.348; H 0.330; H 0.573; H 0.319; H 0.376; H 0.502; H 0.313; H 0.469; H 0.375; H 0.243; H 0.358; H 0.273; H -0.249; H 0.390; H 0.353; H 0.347

Density functional theory data (wB97M-V/def2-TZVPD) for a cluster of 2 separate species, C6H9N5 in total in a non-equilibrium geometry.

CARTESIAN COORDINATES (ANGSTROEM)
C (-3.3285, -0.1159, -1.2342)
C (-2.4239, 1.8946, -0.8633)
C (-1.5362, 0.0785, 0.0711)
C (0.6095, -0.3414, 2.0557)
C (2.4051, -1.0744, -0.6868)
C (2.4065, -0.0195, 0.4220)
N (-3.3975, 1.1918, -1.4126)
N (-2.4039, -0.7125, -0.4545)
N (-1.4343, 1.4109, -0.1569)
N (0.1328, -0.7959, 0.8009)
N (1.0219, 0.2795, 0.8358)
H (-3.8628, -0.8348, -1.9082)
H (-2.2337, 2.9950, -1.2333)
H (-0.1467, 0.1383, 2.6588)
H (1.3526, -0.9749, 2.5735)
H (1.5331, -0.7733, -1.2773)
H (3.3052, -0.9384, -1.2509)
H (2.2380, -1.9296, -0.1430)
H (2.9021, -0.3962, 1.2691)
H (2.8606, 0.9180, -0.0659)

Values from the calculation:
Energy in hartree: -507.61791
HOMO energy in eV: -8.67
Molecular weight in g/mol: 151.17
ΔE to the lowest compared entry with this formula, charge and spin in eV: 5.468
Gap between HOMO and LUMO in eV: 8.98

So, what does the Mulliken scheme give us? The charges, in e, come out as: C 0.073; C 0.137; C 0.584; C -0.105; C -1.022; C -0.409; N -0.486; N -0.513; N -0.377; N -0.502; N -0.064; H 0.343; H 0.299; H 0.251; H 0.264; H 0.247; H 0.363; H 0.365; H 0.250; H 0.302

Density functional theory data (wB97M-V/def2-TZVPD) for an isolated molecule of C7H13FIN in a non-equilibrium geometry.

CARTESIAN COORDINATES (ANGSTROEM)
C (-0.7397, 0.8123, -1.4544)
C (0.1206, 2.3564, 0.6149)
C (0.9037, 0.3117, 2.0299)
C (0.4139, -2.6508, -0.4005)
C (0.2033, 0.1052, -0.5592)
C (0.0903, 0.7635, 0.7984)
C (-0.5739, -1.5953, -0.5062)
N (-0.3887, 1.0162, -2.6269)
F (-1.2884, -1.5565, 0.6551)
I (-2.0027, -2.0449, -2.1188)
H (-1.6959, 0.8936, -1.0760)
H (0.4407, 2.7746, 1.5366)
H (-0.8315, 2.7386, 0.4856)
H (0.7689, 2.6683, -0.0918)
H (1.9401, 0.5936, 1.8887)
H (0.4359, 0.7631, 2.8566)
H (0.8240, -0.7351, 2.0826)
H (0.8882, -2.7962, -1.2611)
H (0.0097, -3.6769, 0.0376)
H (1.0414, -2.3482, 0.4218)
H (1.2210, -0.2165, -0.9753)
H (-0.9421, 0.6313, 1.1731)
H (-0.8386, 1.1921, -3.5106)

Values from the calculation:
Energy in hartree: -726.72020
HOMO energy in eV: -9.02
Structure (SMILES): [H]/N=C/[C@@H](C(C)C)[C@@](C)(F)I
Molecular weight in g/mol: 257.09
ΔE to the lowest compared entry with this formula, charge and spin in eV: 2.052
Gap between HOMO and LUMO in eV: 9.44

So, what does the Mulliken scheme give us? The charges, in e, come out as: C -0.725; C -1.833; C -1.688; C -1.428; C 0.261; C 0.759; C 0.308; N -0.546; F -0.294; I 0.003; H 0.696; H 0.493; H 0.464; H 0.471; H 0.341; H 0.445; H 0.430; H 0.492; H 0.322; H 0.362; H 0.251; H 0.163; H 0.251

Density functional theory data (wB97M-V/def2-TZVPD) for an isolated molecule of C20H26N2O4S in a non-equilibrium geometry.

CARTESIAN COORDINATES (ANGSTROEM)
C (7.5107, 0.7803, 1.9797)
H (7.3542, 1.8389, 1.7852)
H (8.5520, 0.6269, 2.2539)
H (6.8832, 0.4915, 2.8200)
C (7.1536, -0.0450, 0.7417)
C (5.7158, 0.1696, 0.3645)
C (4.7122, -0.6213, 0.9115)
C (3.3862, -0.3976, 0.6021)
C (3.0322, 0.6323, -0.2674)
C (4.0275, 1.4303, -0.8205)
C (5.3511, 1.1933, -0.4997)
H (6.1170, 1.8193, -0.9346)
H (3.7625, 2.2262, -1.4959)
N (1.6677, 0.8039, -0.5312)
C (1.0802, 1.6468, -1.4118)
O (1.6563, 2.4060, -2.1646)
C (-0.4332, 1.5409, -1.4175)
H (-0.8495, 1.1373, -0.4983)
H (-0.8652, 2.5192, -1.6268)
S (-0.9841, 0.4837, -2.8439)
O (-2.4290, 0.3105, -2.6588)
C (-0.2643, -1.1296, -2.2206)
C (-0.8389, -1.4319, -0.8606)
O (-0.2081, -1.2270, 0.1690)
N (-2.0925, -1.8964, -0.8857)
H (-2.6021, -1.8754, -1.7576)
C (-2.8590, -2.1827, 0.3126)
C (-3.2575, -3.6572, 0.3198)
H (-3.7943, -3.8939, 1.2337)
H (-3.9014, -3.8796, -0.5284)
H (-2.3741, -4.2883, 0.2626)
C (-4.0909, -1.2771, 0.3972)
H (-4.7644, -1.5074, -0.4303)
H (-4.6140, -1.4942, 1.3297)
C (-3.7209, 0.2053, 0.3493)
C (-4.8718, 1.0889, 0.6931)
C (-6.2212, 0.9211, 0.5963)
C (-6.8073, 2.1224, 1.0697)
C (-5.7726, 2.9294, 1.4177)
O (-4.5973, 2.3124, 1.1953)
H (-5.7362, 3.9221, 1.8197)
H (-7.8523, 2.3454, 1.1379)
H (-6.7408, 0.0583, 0.2339)
H (-3.3684, 0.4564, -0.6565)
H (-2.9111, 0.4110, 1.0550)
H (-2.1892, -1.9783, 1.1548)
H (0.8163, -1.0209, -2.1911)
H (-0.5520, -1.8763, -2.9582)
H (1.0693, 0.1457, -0.0281)
H (2.6123, -1.0194, 1.0294)
H (4.9734, -1.4239, 1.5865)
H (7.8017, 0.2503, -0.0859)
H (7.3281, -1.1023, 0.9520)

Values from the calculation:
Energy in hartree: -1586.39073
HOMO energy in eV: -8.24
Molecular weight in g/mol: 390.50
ΔE to the lowest compared entry with this formula, charge and spin in eV: 2.148
Gap between HOMO and LUMO in eV: 8.77

So, what does the Mulliken scheme give us? The charges, in e, come out as: C -1.058; H 0.323; H 0.352; H 0.325; C -1.013; C 0.653; C -0.786; C -0.509; C 0.647; C -0.413; C -0.745; H 0.369; H 0.520; N 0.022; C 0.183; O -0.668; C -0.208; H 0.065; H 0.618; S 0.296; O -0.560; C -0.886; C 0.535; O -0.782; N -0.019; H 0.354; C 0.176; C -1.700; H 0.411; H 0.355; H 0.428; C -1.277; H 0.379; H 0.469; C 0.799; C -0.188; C -0.457; C -0.502; C -0.525; O -0.371; H 0.458; H 0.443; H 0.478; H -0.081; H 0.237; H 0.378; H 0.410; H 0.503; H 0.051; H 0.446; H 0.362; H 0.354; H 0.348

Density functional theory data (wB97M-V/def2-TZVPD) for a cluster of 8 separate species, C14H46N14O8 in total in a non-equilibrium geometry.

CARTESIAN COORDINATES (ANGSTROEM)
C (-1.4520, 5.0842, 0.9023)
C (-0.7906, 3.7056, 0.9807)
C (-1.4905, 2.5195, 1.7176)
O (-1.8366, 2.8547, 3.1088)
C (-0.7990, 3.2265, 4.0055)
N (-0.5435, 3.2955, -0.3912)
H (-1.6478, 5.5483, 1.8689)
H (-2.4437, 4.8826, 0.4972)
H (-0.8977, 5.7232, 0.2149)
H (0.1667, 3.7717, 1.4977)
H (-0.7943, 1.6818, 1.7592)
H (-2.4182, 2.2719, 1.2018)
H (-0.2662, 4.0845, 3.5953)
H (-0.1055, 2.3866, 4.0448)
H (-1.0032, 3.5137, 5.0369)
H (0.2302, 2.6490, -0.4495)
H (-1.2367, 2.6979, -0.8184)
C (-3.7449, -1.5522, 2.3969)
C (-2.5348, -2.2824, 1.8182)
C (-3.1759, -3.5162, 1.0871)
O (-3.3051, -4.4511, 2.1093)
C (-3.5998, -5.6936, 1.5361)
N (-1.8277, -1.4598, 0.8762)
H (-4.2259, -2.2755, 3.0553)
H (-4.3885, -1.1513, 1.6138)
H (-3.3654, -0.6237, 2.8235)
H (-1.8727, -2.6063, 2.6212)
H (-2.4760, -3.7926, 0.2985)
H (-4.0764, -3.1907, 0.5663)
H (-2.8781, -6.1124, 0.8347)
H (-4.5471, -5.7622, 1.0013)
H (-3.6321, -6.4561, 2.3143)
H (-1.3614, -0.6438, 1.2460)
H (-1.0929, -2.0726, 0.5528)
C (5.0907, -1.6654, 1.3399)
O (5.3459, -0.5794, 0.7600)
N (3.9747, -2.2294, 1.6505)
N (6.1064, -2.3897, 1.6265)
H (3.2736, -1.5394, 1.4215)
H (3.8882, -3.2206, 1.8243)
H (7.0745, -2.2680, 1.3656)
H (5.8359, -3.3057, 1.9550)
C (0.2658, -3.9649, -0.7798)
O (0.7744, -3.0323, -0.2394)
N (-0.0302, -3.9075, -2.0804)
N (-0.0150, -5.1030, -0.2085)
H (0.0209, -3.0258, -2.5703)
H (-0.5734, -4.6505, -2.4964)
H (0.2321, -5.0945, 0.7708)
H (-0.4623, -5.9048, -0.6293)
C (1.1256, 3.4095, -3.9057)
O (1.4858, 3.8699, -4.9491)
N (0.7457, 4.1585, -2.9300)
N (1.2113, 2.1670, -3.4894)
H (0.4154, 5.0876, -3.1486)
H (0.4295, 3.7178, -2.0779)
H (1.4599, 1.5915, -4.2814)
H (0.7061, 1.8395, -2.6784)
C (1.3791, 0.3287, -0.6640)
O (1.6143, 1.4937, -0.6768)
N (0.3148, -0.2125, -1.0669)
N (2.2489, -0.6055, -0.3484)
H (0.4336, -1.2098, -1.1742)
H (-0.4447, 0.3118, -1.4773)
H (2.0048, -1.5704, -0.5197)
H (3.1859, -0.3629, -0.0596)
C (5.3067, 2.5057, -1.5436)
O (6.4608, 2.5250, -1.4384)
N (4.6559, 2.6331, -2.6305)
N (4.5626, 2.3174, -0.4999)
H (3.6602, 2.5355, -2.4920)
H (5.1232, 2.7466, -3.5186)
H (5.1332, 2.2339, 0.3292)
H (3.5601, 2.2213, -0.5768)
C (-3.0520, 0.5293, -1.5820)
O (-2.0125, 1.1717, -1.4849)
N (-4.0745, 0.9405, -2.2409)
N (-3.3527, -0.6461, -1.1536)
H (-4.0020, 1.7830, -2.7932)
H (-4.9384, 0.4547, -2.0466)
H (-4.0917, -1.2436, -1.4955)
H (-2.6237, -1.0964, -0.6189)

Values from the calculation:
Energy in hartree: -1929.57462
HOMO energy in eV: -8.26
Structure (SMILES): COC[C@H](C)N.COC[C@H](C)N.NC(N)=O.NC(N)=O.NC(N)=O.NC(N)=O.NC(N)=O.NC(N)=O
Molecular weight in g/mol: 538.61
ΔE to the lowest compared entry with this formula, charge and spin in eV: 5.908
Gap between HOMO and LUMO in eV: 7.76

So, what does the Mulliken scheme give us? The charges, in e, come out as: C -1.632; C 0.220; C -0.053; O -0.510; C -0.699; N -0.223; H 0.364; H 0.347; H 0.338; H 0.553; H 0.104; H 0.176; H 0.270; H 0.257; H 0.305; H -0.038; H 0.448; C -1.529; C 0.128; C -0.552; O -0.314; C -0.742; N -0.163; H 0.444; H 0.297; H 0.376; H 0.455; H 0.377; H 0.383; H 0.177; H 0.334; H 0.337; H 0.020; H -0.039; C 0.719; O -0.692; N -0.381; N -0.392; H 0.195; H 0.228; H 0.247; H 0.099; C 0.534; O -0.789; N -0.378; N -0.400; H 0.219; H 0.167; H 0.228; H 0.191; C 0.384; O -0.710; N -0.332; N -0.190; H 0.212; H 0.447; H 0.175; H 0.033; C 0.327; O -0.831; N 0.401; N -0.124; H -0.079; H 0.074; H -0.100; H 0.358; C 0.561; O -0.692; N -0.273; N -0.242; H 0.233; H 0.176; H 0.148; H 0.132; C 0.467; O -0.722; N -0.463; N -0.114; H 0.270; H 0.168; H 0.223; H 0.068

Density functional theory data (wB97M-V/def2-TZVPD) for a cluster of 3 separate species, C32H31Br3F2N3O in total in a non-equilibrium geometry.

CARTESIAN COORDINATES (ANGSTROEM)
C (6.0719, -2.1594, 1.2397)
C (5.7640, -0.9021, 1.9956)
C (6.0593, -0.8892, 3.4622)
N (5.2884, 0.1524, 1.4318)
C (4.0506, 0.3576, 0.8759)
C (3.5666, -0.2860, -0.2743)
C (2.2993, -0.0203, -0.7801)
C (1.8358, -0.7518, -1.9769)
Br (0.5167, -2.0539, -1.6088)
C (2.3005, -0.5948, -3.2139)
C (1.8521, -1.3892, -4.4024)
Br (3.6011, 0.7320, -3.5218)
C (1.5054, 0.9230, -0.1298)
Br (-0.1601, 1.3711, -0.8026)
N (1.9630, 1.5335, 0.9830)
C (1.1262, 2.5103, 1.7380)
C (0.1214, 1.7952, 2.6338)
C (-1.3134, 2.1519, 2.3080)
O (-1.5911, 3.1369, 1.6599)
N (-2.2827, 1.3069, 2.8399)
C (-2.1774, -0.0901, 2.4847)
C (-2.8076, -0.5642, 1.3432)
C (-2.7320, -1.9092, 1.0159)
C (-2.0129, -2.7881, 1.8127)
C (-1.3924, -2.3128, 2.9607)
C (-1.4752, -0.9703, 3.2958)
C (3.1935, 1.2715, 1.4747)
H (5.1262, -2.7175, 1.1756)
H (6.3703, -1.9357, 0.2207)
H (6.7842, -2.7990, 1.7490)
H (6.8466, -0.1587, 3.6524)
H (6.4173, -1.8558, 3.8075)
H (5.1594, -0.6260, 4.0147)
H (4.1861, -1.0143, -0.7786)
H (2.0623, -2.4386, -4.1958)
H (2.4539, -1.1055, -5.2587)
H (0.7912, -1.2483, -4.5869)
H (1.8311, 3.0938, 2.3203)
H (0.6410, 3.1837, 1.0389)
H (0.2456, 0.7172, 2.5228)
H (0.3273, 1.9903, 3.6852)
H (-3.1809, 1.6487, 2.5047)
H (-3.3813, 0.1012, 0.7109)
H (-3.2376, -2.2886, 0.1392)
H (-1.9393, -3.8339, 1.5533)
H (-0.8587, -3.0006, 3.6007)
H (-1.0167, -0.6099, 4.2065)
H (3.4942, 1.8165, 2.3547)
F (-5.7555, 1.5526, 2.4259)
C (-5.9470, 2.0396, 3.6787)
C (-6.2136, 1.1544, 4.7022)
C (-6.3910, 1.6585, 5.9825)
C (-6.3066, 3.0241, 6.2164)
C (-6.0394, 3.8914, 5.1664)
C (-5.8528, 3.4005, 3.8820)
H (-6.2820, 0.0949, 4.4949)
H (-6.5976, 0.9802, 6.7990)
H (-6.4503, 3.4116, 7.2156)
H (-5.9774, 4.9563, 5.3443)
H (-5.6385, 4.0573, 3.0495)
F (0.8952, -3.2463, -6.7405)
C (0.4941, -2.3157, -7.6367)
C (-0.6057, -1.5367, -7.3387)
C (-1.0106, -0.5787, -8.2574)
C (-0.3215, -0.4180, -9.4510)
C (0.7799, -1.2164, -9.7265)
C (1.1991, -2.1736, -8.8139)
H (-1.1343, -1.6849, -6.4061)
H (-1.8690, 0.0421, -8.0390)
H (-0.6432, 0.3269, -10.1655)
H (1.3167, -1.0969, -10.6576)
H (2.0574, -2.8029, -9.0069)

Values from the calculation:
Energy in hartree: -9398.99985
HOMO energy in eV: -10.95
Molecular weight in g/mol: 751.33
Net charge: +1
Gap between HOMO and LUMO in eV: 7.29

So, what does the Mulliken scheme give us? The charges, in e, come out as: C -1.331; C 0.875; C -1.104; N -0.485; C -0.439; C -0.131; C -0.134; C -0.906; Br 0.015; C 0.553; C -1.411; Br -0.089; C 0.864; Br 0.028; N -0.070; C -1.580; C -0.220; C 0.286; O -0.608; N -0.072; C 0.022; C -0.257; C -0.822; C -0.496; C -0.623; C -0.063; C 0.459; H 0.310; H 0.335; H 0.435; H 0.319; H 0.386; H 0.281; H 0.611; H 0.376; H 0.492; H 0.322; H 0.424; H 0.726; H 0.345; H 0.413; H 0.221; H 0.504; H 0.411; H 0.459; H 0.437; H 0.489; H 0.432; F -0.360; C 0.384; C -0.434; C -0.325; C -0.524; C -0.352; C -0.387; H 0.438; H 0.366; H 0.386; H 0.368; H 0.443; F -0.351; C 0.360; C -0.238; C -0.420; C -0.511; C -0.314; C -0.541; H 0.490; H 0.361; H 0.387; H 0.364; H 0.421